[1]
{"formula": "C3H5BrSi", "method": "the ωB97M-V functional and the def2-TZVPD basis", "total_charge": 0, "max_force_ha_per_bohr": 0.061, "relative_energy_ev": 3.067, "homo_energy_ev": -9.7, "smiles": "C#C[C@@H]([SiH3])Br", "elements": ["C", "C", "C", "Si", "Br", "H", "H", "H", "H", "H"], "coordinates": [[-1.89301, 1.50225, 0.53962], [-1.07109, 0.61453, 0.70835], [-0.11454, -0.41864, 0.63721], [0.90601, -0.81142, -1.23767], [1.66177, 0.43349, 1.91703], [-2.71523, 2.16765, 0.70730], [-0.35034, -1.23843, 1.29943], [2.26187, -0.86936, -0.63954], [0.77300, 0.53978, -1.78752], [0.54156, -1.91984, -2.14420]], "lowdin_charge": [0.1296, -0.3373, -0.5224, 0.7018, 0.2616, 0.0349, 0.0234, -0.1113, -0.0800, -0.1004]}

---

[2]
{"formula": "C3H5BrSi", "method": "the ωB97M-V functional and the def2-TZVPD basis", "total_charge": 0, "max_force_ha_per_bohr": 0.050, "relative_energy_ev": 5.584, "homo_energy_ev": -9.0, "elements": ["C", "C", "C", "Si", "Br", "H", "H", "H", "H", "H"], "coordinates": [[-0.43778, 1.28346, 0.82948], [0.61794, 0.74496, 0.63729], [-2.68081, -0.66547, -1.44134], [1.98250, -0.46901, 0.15663], [-3.61986, 0.25069, -0.22090], [-1.66791, -0.74084, -1.09443], [-1.31400, 1.75561, 0.99341], [1.80882, -0.69322, -1.24093], [2.03277, -1.67182, 1.00632], [3.27832, 0.20565, 0.37448]], "lowdin_charge": [-0.0172, -0.3067, -0.4742, 0.5923, 0.6545, -0.1319, -0.0429, -0.0982, -0.0849, -0.0909]}

---

[3]
{"formula": "C3H5Cl", "method": "the ωB97M-V functional and the def2-TZVPD basis", "total_charge": 0, "max_force_ha_per_bohr": 0.137, "relative_energy_ev": 1.422, "homo_energy_ev": -9.1, "elements": ["C", "C", "C", "Cl", "H", "H", "H", "H", "H"], "coordinates": [[-0.24716, 0.29483, 0.23171], [-1.36729, -0.18442, -0.36960], [1.25655, 0.06389, 0.11136], [-2.94006, -0.11156, 0.12134], [-0.45714, 0.97047, 1.04995], [-1.14650, -0.96980, -1.47554], [1.69644, 0.78760, 0.78770], [1.50093, -1.06429, 0.41683], [1.70423, 0.21327, -0.87376]], "lowdin_charge": [-0.2726, -0.7331, -0.1147, 0.6413, 0.0783, 0.1679, 0.0529, 0.1195, 0.0604]}

---

no.,orbital gap (eV),lowest unoccupied orbital energy (eV)
1,8.81,-0.842
2,7.98,-1.032
3,10.26,1.148